Entry 1:
A structure of composition C36H58FNPSiSm, computed with ωB97M-V with the def2-TZVPD basis set.

Its charge is +2. As for the expectation value of S²: 8.771. The calculation puts the LUMO energy (alpha / beta) at -7.6074 / -6.0762 eV. The value obtained for the orbital gap (alpha / beta) is 0.2189 / 0.2766 hartree. Its multiplicity is 6.

Last column: Mulliken charge in e.
Positions of all 99 atoms, in Å:
Sm 0.33 -1.52 -0.17  0.877
C -4.28 -2.09 -1.28  -1.541
C -3.45 -1.99 -0.04  0.661
C -3.82 -1.10 0.97  -0.478
C -3.19 -1.10 2.21  0.250
C -3.69 -0.22 3.30  -1.655
C -2.14 -1.99 2.43  -0.402
C -1.68 -2.85 1.42  0.438
C -0.62 -3.89 1.73  -1.125
C -2.35 -2.83 0.17  -0.094
H -5.32 -2.31 -0.99  0.390
H -3.94 -2.88 -1.94  0.390
H -4.30 -1.15 -1.82  0.149
H -4.68 -0.47 0.82  0.509
H -4.56 -0.69 3.76  0.461
H -4.01 0.74 2.92  0.344
H -2.95 -0.08 4.08  0.363
H -1.71 -2.07 3.42  0.483
H -0.74 -4.24 2.75  0.512
H 0.42 -3.50 1.65  0.221
H -0.72 -4.75 1.07  0.354
H -2.16 -3.64 -0.54  0.494
C 3.56 -0.17 -0.31  -0.371
Si 3.94 -2.06 -0.36  0.014
C 4.43 -2.46 -2.16  -1.135
C 5.30 -2.42 0.92  -1.281
N 2.32 -2.69 -0.10  0.415
C 2.11 -4.01 -0.45  -0.155
C 2.98 -5.08 -0.15  -0.283
C 2.67 -6.38 -0.47  -0.907
C 1.51 -6.70 -1.16  -0.571
C 0.64 -5.69 -1.53  -0.764
C 0.97 -4.41 -1.16  0.828
F 0.05 -3.32 -1.55  -0.301
H 3.88 0.29 0.63  0.408
H 2.48 0.02 -0.46  -0.990
H 4.10 0.33 -1.10  0.619
H 5.39 -2.01 -2.41  0.416
H 3.70 -2.09 -2.87  0.318
H 4.52 -3.53 -2.32  0.361
H 5.83 -1.51 1.21  0.430
H 6.04 -3.10 0.51  0.408
H 4.92 -2.87 1.84  0.373
H 3.90 -4.84 0.36  0.440
H 3.35 -7.17 -0.20  0.461
H 1.28 -7.72 -1.42  0.451
H -0.24 -5.89 -2.13  0.519
C 2.43 4.36 -2.10  -0.706
C 1.46 4.96 -1.07  -0.861
C 0.26 4.04 -0.81  -0.901
C 0.77 2.60 -0.72  1.126
C 1.31 2.13 -2.09  -0.697
C 1.73 3.32 -2.96  -0.954
P -0.38 1.30 -0.01  -0.724
C -2.10 1.52 -0.72  2.999
C -2.05 1.48 -2.25  -1.209
C -3.46 1.49 -2.87  -1.031
C -4.49 2.19 -1.98  -0.422
C -3.82 3.32 -1.21  -1.036
C -2.84 2.76 -0.18  -0.304
C -0.65 1.55 1.85  0.718
C -0.27 2.88 2.51  -1.689
C 1.23 3.08 2.75  -0.024
C 1.85 1.88 3.46  -1.315
C 1.53 0.59 2.71  0.438
C 0.02 0.40 2.63  0.923
H 3.28 3.89 -1.59  0.281
H 2.84 5.15 -2.73  0.484
H 1.09 5.92 -1.43  0.495
H 1.99 5.16 -0.13  0.259
H -0.46 4.14 -1.62  0.338
H -0.22 4.36 0.11  0.105
H 1.61 2.60 -0.02  0.561
H 0.58 1.52 -2.63  0.234
H 2.20 1.51 -1.93  0.011
H 0.87 3.76 -3.45  0.306
H 2.41 2.96 -3.74  0.516
H -2.63 0.62 -0.39  -1.480
H -1.52 0.56 -2.57  0.203
H -1.50 2.34 -2.62  0.161
H -3.79 0.47 -3.09  0.278
H -3.41 2.01 -3.83  0.454
H -4.92 1.49 -1.26  0.097
H -5.30 2.56 -2.59  0.531
H -4.57 3.93 -0.69  0.592
H -3.31 3.98 -1.91  0.300
H -3.40 2.47 0.71  0.296
H -2.15 3.54 0.11  -0.137
H -1.74 1.43 1.95  0.132
H -0.76 2.90 3.49  0.555
H -0.67 3.72 1.94  0.444
H 1.37 3.97 3.36  0.497
H 1.75 3.26 1.81  -0.114
H 1.46 1.81 4.48  0.403
H 2.93 2.01 3.52  0.505
H 1.98 -0.27 3.23  0.602
H 1.95 0.64 1.70  -0.490
H -0.39 0.39 3.64  0.853
H -0.20 -0.58 2.15  -1.896


Entry 2:
A structure of composition C36H58N2O8P2PbS, computed with ωB97M-V with the def2-TZVPD basis set.

The energy relative to the best compared isomer or geometry (same formula, charge and spin) comes out at 0.793 eV. Its charge is 0. The calculation puts the LUMO energy at 0.4282 eV. The value obtained for the orbital gap is 0.2538 hartree.

Last column: Mulliken charge in e.
Positions of all 108 atoms, in Å:
Pb -1.60 -0.86 -1.48  1.316
C -0.18 -3.57 3.05  -1.082
C -0.62 -2.46 4.00  0.552
C -0.01 -2.62 5.38  -1.353
O -0.32 -1.13 3.51  -0.110
P 0.88 -0.71 2.54  0.527
O 0.90 -1.31 1.21  -0.450
C 0.72 1.08 2.74  -0.911
P -0.76 1.78 1.94  0.051
O -1.76 0.94 1.28  0.006
O -0.07 2.86 1.00  -0.484
C -0.79 3.39 -0.15  1.754
C -1.80 4.43 0.32  -1.581
C 0.24 3.97 -1.11  -1.322
O -1.34 2.61 3.19  -0.360
C -2.73 2.77 3.55  1.055
C -2.72 3.66 4.78  -1.649
C -3.41 1.44 3.83  -1.110
O 2.22 -1.03 3.38  -0.315
C 3.23 -1.93 2.87  1.057
C 4.00 -2.44 4.07  -1.547
C 4.12 -1.22 1.87  -1.402
H -0.61 -4.52 3.38  0.470
H 0.91 -3.66 3.06  0.205
H -0.48 -3.36 2.03  0.150
H -1.71 -2.47 4.08  0.336
H 1.07 -2.48 5.33  0.110
H -0.22 -3.62 5.77  0.424
H -0.43 -1.89 6.07  0.334
H 1.60 1.57 2.33  0.498
H 0.65 1.28 3.81  0.407
H -1.30 2.56 -0.63  -0.360
H -1.32 5.14 1.00  0.312
H -2.63 3.94 0.84  0.138
H -2.21 4.97 -0.53  0.515
H 0.94 4.61 -0.57  0.358
H -0.27 4.56 -1.87  0.530
H 0.78 3.17 -1.60  0.016
H -3.25 3.29 2.74  0.048
H -2.23 3.14 5.60  0.339
H -3.74 3.91 5.07  0.426
H -2.17 4.58 4.57  0.375
H -2.80 0.86 4.53  0.263
H -3.52 0.86 2.91  0.054
H -4.39 1.62 4.27  0.491
H 2.74 -2.76 2.36  0.181
H 4.50 -1.61 4.56  0.351
H 4.76 -3.16 3.74  0.398
H 3.34 -2.92 4.78  0.339
H 4.60 -0.36 2.34  0.322
H 3.54 -0.89 1.01  0.168
H 4.89 -1.91 1.52  0.462
N -4.59 2.68 -3.18  -0.437
C -3.76 1.81 -2.54  0.386
O -2.56 1.80 -2.80  -0.593
C -4.42 0.91 -1.52  -0.171
C -4.01 -0.56 -1.74  -1.369
H -4.21 3.18 -3.97  0.263
H -5.58 2.57 -3.13  0.193
H -5.50 1.05 -1.59  0.555
H -4.10 1.23 -0.52  -0.147
H -4.29 -0.85 -2.76  0.448
H -4.61 -1.19 -1.06  0.357
C 3.94 2.54 -0.70  -1.680
C 4.68 2.30 -2.02  2.511
C 4.69 3.62 -2.81  -1.685
C 6.12 1.89 -1.68  -1.853
C 4.01 1.23 -2.88  0.139
C 4.68 0.78 -4.03  -0.571
C 4.14 -0.16 -4.88  -1.313
C 2.87 -0.65 -4.60  1.168
S 1.93 -1.83 -5.44  -0.494
C 0.65 -1.65 -4.21  0.695
N 0.94 -0.80 -3.30  0.366
C 2.17 -0.22 -3.46  -2.542
C 2.75 0.72 -2.60  0.732
C -0.58 -2.46 -4.30  0.879
C -0.67 -3.38 -5.36  -0.969
C -1.78 -4.18 -5.52  -0.771
C -2.83 -4.06 -4.62  -1.110
C -2.75 -3.14 -3.59  0.007
C -1.64 -2.32 -3.36  -0.355
H 4.47 3.29 -0.11  0.611
H 3.89 1.62 -0.12  0.043
H 2.92 2.90 -0.87  0.074
H 5.22 4.40 -2.26  0.419
H 3.67 3.95 -2.99  0.322
H 5.18 3.49 -3.78  0.389
H 6.54 2.56 -0.92  0.458
H 6.78 1.93 -2.55  0.363
H 6.14 0.87 -1.28  0.383
H 5.67 1.17 -4.26  0.382
H 4.69 -0.50 -5.75  0.389
H 2.18 1.02 -1.73  0.926
H 0.15 -3.46 -6.07  0.352
H -1.82 -4.90 -6.33  0.380
H -3.71 -4.68 -4.74  0.400
H -3.60 -3.05 -2.92  0.365
C -3.44 -4.88 0.26  -0.862
O -2.69 -3.89 -0.47  -0.173
C -2.59 -2.66 -0.09  -0.083
C -3.27 -2.27 1.18  -0.528
H -4.45 -4.52 0.47  0.385
H -2.94 -5.13 1.20  0.269
H -3.48 -5.76 -0.38  0.264
H -3.10 -2.99 1.99  0.537
H -4.36 -2.25 1.00  0.547
H -2.95 -1.28 1.47  -0.550


Entry 3:
A cluster of 10 separate species, C36H58N6O12 in total, computed with ωB97M-V with the def2-TZVPD basis set.

The energy relative to the best compared isomer or geometry (same formula, charge and spin) comes out at 2.596 eV. Its charge is 0. The calculation puts the LUMO energy at -0.2793 eV. The value obtained for the orbital gap is 0.3531 hartree. Its SMILES is O=C1OCCO1.O=C1OCCO1.O=C1OCCO1.O=C1OCCO1.CCCC#N.CCCC#N.CCCC#N.CCCC#N.CCCC#N.CCCC#N.

Last column: Mulliken charge in e.
Positions of all 112 atoms, in Å:
O 2.60 3.49 -0.74  -0.533
C 1.75 3.24 -1.53  0.687
O 0.41 3.40 -1.30  -0.292
C -0.26 3.29 -2.54  0.424
C 0.78 2.82 -3.56  -0.463
O 1.96 2.74 -2.76  -0.334
H -1.15 2.66 -2.52  -0.588
H -0.63 4.28 -2.80  0.453
H 0.84 3.51 -4.40  0.322
H 0.41 1.87 -3.95  0.270
O -2.20 -2.74 1.78  -0.524
C -1.58 -3.49 1.10  0.533
O -2.18 -4.38 0.26  -0.345
C -1.18 -5.33 -0.05  -0.556
C 0.13 -4.59 0.10  0.087
O -0.25 -3.45 0.86  -0.088
H -1.23 -6.26 0.52  0.268
H -1.31 -5.68 -1.08  0.309
H 0.44 -4.33 -0.92  0.007
H 0.99 -5.12 0.50  0.310
O 3.58 -2.09 -2.02  -0.361
C 3.51 -2.84 -2.94  0.562
O 2.40 -3.29 -3.52  -0.321
C 2.66 -4.05 -4.71  -0.259
C 4.22 -4.19 -4.62  -0.373
O 4.57 -3.24 -3.66  -0.371
H 2.18 -5.02 -4.65  0.277
H 2.38 -3.48 -5.59  0.275
H 4.66 -3.93 -5.58  0.261
H 4.69 -5.15 -4.37  0.273
O 6.23 1.31 2.52  -0.556
C 5.62 1.38 1.50  0.665
O 4.70 2.32 1.22  -0.442
C 4.03 2.03 -0.02  1.339
C 4.90 0.92 -0.61  -0.062
O 5.66 0.48 0.52  -0.353
H 3.08 1.64 0.34  -1.164
H 4.02 2.96 -0.59  0.193
H 5.59 1.41 -1.30  0.385
H 4.40 0.06 -1.04  0.077
C 2.39 3.95 4.86  -1.352
C 1.93 3.48 3.49  -0.428
C 1.97 1.95 3.29  1.509
C 1.12 1.26 4.28  0.083
N 0.52 0.80 5.14  -0.694
H 2.28 5.04 4.88  0.414
H 3.43 3.80 5.14  0.315
H 1.63 3.62 5.58  0.343
H 2.46 3.92 2.65  0.425
H 0.89 3.77 3.33  0.256
H 3.01 1.63 3.39  0.192
H 1.66 1.64 2.29  -1.069
C -4.29 0.93 3.06  -1.106
C -3.10 0.00 3.05  -0.133
C -1.73 0.65 3.28  -0.873
C -1.37 1.51 2.13  0.485
N -1.08 2.14 1.22  -0.535
H -5.15 0.50 2.53  0.409
H -3.99 1.81 2.48  -0.044
H -4.58 1.35 4.02  0.390
H -3.03 -0.56 2.12  -0.052
H -3.33 -0.82 3.73  0.484
H -0.98 -0.12 3.48  0.393
H -1.72 1.21 4.22  0.543
C -1.70 -0.37 -1.41  -1.594
C -0.53 -0.31 -0.41  1.536
C 0.84 -0.24 -1.07  1.242
C 1.82 -0.44 -0.02  -0.638
N 2.50 -0.47 0.90  0.140
H -1.51 0.49 -2.05  -0.056
H -2.67 -0.29 -0.93  0.243
H -1.71 -1.26 -2.04  0.382
H -0.70 -1.01 0.41  0.441
H -0.68 0.71 -0.03  -0.842
H 0.89 0.72 -1.59  -1.301
H 0.93 -0.91 -1.94  0.431
C -5.39 -0.98 -2.21  -1.513
C -4.77 -0.05 -3.24  0.814
C -4.37 -0.81 -4.53  -0.609
C -3.76 0.06 -5.52  0.147
N -3.28 0.76 -6.29  -0.468
H -5.25 -0.65 -1.18  0.196
H -5.07 -2.02 -2.28  0.405
H -6.46 -1.00 -2.46  0.436
H -3.81 0.40 -2.97  -0.624
H -5.53 0.59 -3.67  0.492
H -5.29 -1.26 -4.91  0.398
H -3.65 -1.61 -4.34  0.308
C 3.05 -3.55 3.31  -1.507
C 3.70 -2.19 3.33  0.636
C 5.10 -2.01 2.70  0.502
C 6.34 -1.87 3.47  0.120
N 7.32 -1.71 4.06  -0.496
H 3.40 -4.15 4.15  0.386
H 3.09 -4.12 2.38  0.319
H 1.98 -3.48 3.50  0.366
H 3.80 -1.85 4.37  0.404
H 3.06 -1.43 2.89  -0.531
H 4.97 -1.15 2.04  -0.479
H 5.24 -2.87 2.04  0.273
C -6.56 2.43 -0.23  -0.967
C -5.39 3.36 0.15  -0.711
C -4.09 2.80 -0.44  0.866
C -4.05 2.88 -1.90  -0.078
N -3.86 2.91 -3.03  -0.620
H -7.50 2.94 -0.06  0.396
H -6.43 1.44 0.22  0.178
H -6.50 2.08 -1.27  0.248
H -5.22 3.40 1.23  0.389
H -5.57 4.32 -0.32  0.389
H -3.89 1.76 -0.19  -0.297
H -3.23 3.41 -0.13  0.297


Entry 4:
A structure of composition C36H59AlClF3O24P, computed with ωB97M-V with the def2-TZVPD basis set.

Its charge is -1. The calculation puts the LUMO energy at 1.5036 eV. The value obtained for the orbital gap is 0.1994 hartree.

Last column: Mulliken charge in e.
Positions of all 125 atoms, in Å:
C 0.72 -1.11 3.49  -0.356
O -0.21 -0.86 2.45  -0.408
C 0.37 -0.51 1.19  0.134
C -0.49 -1.07 0.06  0.319
C 0.03 -2.32 -0.71  -0.182
Al 1.72 -3.27 -0.08  -0.737
C 3.17 -2.81 -1.44  -0.512
C 4.27 -2.07 -0.71  -0.667
O 4.90 -3.02 0.15  -0.316
C 5.79 -2.46 1.06  -0.725
C 5.18 -2.01 2.37  0.939
F 4.34 -0.94 2.25  -0.255
F 6.20 -1.58 3.19  -0.322
F 4.53 -3.01 3.00  -0.243
P 1.53 -5.65 -0.07  0.295
O 3.01 -6.07 0.60  -0.481
Cl 0.13 -6.13 1.45  -0.391
H 0.58 -2.13 3.82  0.267
H 1.75 -0.95 3.20  0.162
H 0.46 -0.48 4.33  0.081
H 1.41 -0.79 1.13  -0.233
H 0.34 0.58 1.12  0.277
H -0.68 -0.26 -0.64  -0.904
H -1.46 -1.30 0.50  0.475
H 0.16 -2.04 -1.75  0.053
H -0.78 -3.06 -0.72  0.418
H 2.15 -2.85 1.41  -0.104
H 3.64 -3.70 -1.86  0.565
H 2.75 -2.20 -2.22  0.163
H 3.84 -1.22 -0.16  0.299
H 5.00 -1.65 -1.40  0.560
H 6.51 -3.24 1.32  0.362
H 6.37 -1.63 0.64  0.298
H 3.32 -5.31 1.10  0.299
C 3.43 3.70 -3.15  -1.484
C 2.98 2.28 -3.40  0.771
C 2.43 1.57 -2.19  -0.351
O 2.75 0.21 -2.47  0.239
C 3.83 0.18 -3.27  0.195
O 4.46 -0.79 -3.54  -0.530
O 4.10 1.43 -3.75  -0.384
H 3.77 4.16 -4.08  0.368
H 2.62 4.30 -2.74  0.400
H 4.27 3.72 -2.45  0.333
H 2.27 2.25 -4.23  0.280
H 1.35 1.69 -2.07  0.114
H 2.93 1.87 -1.26  0.191
C -5.39 1.10 -2.00  -1.234
C -4.12 1.89 -2.25  0.380
C -3.78 2.10 -3.70  0.006
O -2.34 2.19 -3.67  -0.405
C -1.93 1.48 -2.59  0.471
O -0.80 1.18 -2.37  -0.492
O -2.97 1.16 -1.79  -0.298
H -5.59 1.04 -0.93  0.435
H -6.23 1.58 -2.49  0.375
H -5.28 0.09 -2.38  0.096
H -4.15 2.84 -1.71  0.268
H -4.20 3.02 -4.11  0.288
H -4.06 1.26 -4.33  0.003
C -8.05 -3.60 -5.94  -1.635
C -6.68 -3.22 -5.43  0.928
C -6.64 -2.84 -3.96  -0.542
O -5.55 -1.91 -3.93  -0.285
C -5.44 -1.35 -5.15  0.732
O -4.76 -0.41 -5.40  -0.626
O -6.21 -1.99 -6.04  -0.371
H -7.99 -3.90 -6.99  0.367
H -8.46 -4.42 -5.36  0.369
H -8.73 -2.75 -5.89  0.378
H -5.96 -4.00 -5.66  -0.033
H -6.43 -3.69 -3.31  0.321
H -7.54 -2.34 -3.63  0.326
C -0.75 -0.12 8.17  -1.486
C -1.85 0.17 7.18  0.779
C -2.81 1.25 7.60  -0.284
O -4.02 0.86 6.94  -0.370
C -3.97 -0.49 6.76  0.609
O -4.89 -1.15 6.43  -0.554
O -2.73 -0.96 7.04  -0.369
H -0.07 -0.87 7.78  0.380
H -0.19 0.78 8.40  0.357
H -1.17 -0.52 9.10  0.370
H -1.41 0.38 6.20  0.105
H -2.50 2.24 7.27  0.264
H -2.98 1.27 8.67  0.195
C -0.02 -4.26 -3.95  -1.302
C -1.05 -4.00 -5.01  0.583
C -2.07 -2.93 -4.66  -0.380
O -3.22 -3.36 -5.41  -0.211
C -3.13 -4.70 -5.57  0.569
O -4.02 -5.38 -5.98  -0.601
O -1.91 -5.15 -5.22  -0.384
H 0.70 -5.00 -4.28  0.392
H 0.51 -3.35 -3.69  0.161
H -0.49 -4.66 -3.05  0.351
H -0.57 -3.78 -5.97  0.223
H -1.77 -1.93 -4.97  0.310
H -2.32 -2.92 -3.60  0.269
C 8.71 1.46 -3.67  -1.462
C 8.09 2.45 -2.71  0.466
C 6.90 3.19 -3.26  0.316
O 6.96 4.43 -2.55  -0.310
C 8.25 4.65 -2.20  0.642
O 8.68 5.67 -1.77  -0.554
O 8.99 3.53 -2.42  -0.372
H 9.53 0.92 -3.19  0.357
H 7.97 0.73 -4.00  0.392
H 9.13 1.98 -4.53  0.368
H 7.84 1.95 -1.77  0.290
H 5.96 2.68 -3.07  -0.434
H 6.98 3.39 -4.33  0.226
C -3.43 6.79 7.47  -1.433
C -3.42 6.08 8.79  0.455
C -2.27 6.45 9.71  -0.507
O -2.07 5.25 10.46  -0.353
C -2.51 4.21 9.70  0.633
O -2.32 3.07 9.94  -0.479
O -3.19 4.67 8.62  -0.270
H -4.31 6.51 6.89  0.359
H -3.44 7.87 7.61  0.379
H -2.56 6.52 6.87  0.357
H -4.37 6.20 9.30  0.247
H -2.50 7.28 10.37  0.307
H -1.35 6.68 9.16  0.310